No. 1
{
  "formula": "C18H21B2ClF10N7O8S3Y",
  "method": "wB97M-V/def2-TZVPD",
  "relative_energy_kj_mol": 267.9,
  "e_tot_ha": -4425.49861,
  "total_charge": 0,
  "e_homo_ev": -8.53,
  "gap_ev": 7.5,
  "molar_mass_da": 895.6,
  "elements": ["Y", "Cl", "S", "S", "S", "F", "F", "F", "F", "F", "F", "F", "F", "F", "F", "O", "O", "O", "O", "O", "O", "O", "O", "N", "N", "N", "N", "N", "N", "N", "C", "C", "C", "C", "C", "C", "C", "C", "C", "C", "C", "C", "C", "C", "C", "C", "C", "C", "B", "B", "H", "H", "H", "H", "H", "H", "H", "H", "H", "H", "H", "H", "H", "H", "H", "H", "H", "H", "H", "H", "H"],
  "coordinates": [[0.833, 0.556, 0.334], [1.284, -5.122, 1.517], [3.841, 1.067, -0.208], [4.617, -1.288, 0.640], [0.269, 5.155, 0.711], [-1.737, -2.408, -0.647], [-1.676, -4.086, 0.863], [6.021, -1.468, -1.680], [-0.841, 3.260, -3.275], [5.028, 1.691, 2.212], [3.866, -1.506, -1.889], [4.610, 3.374, 0.948], [2.992, 2.266, 1.872], [-1.623, 1.136, -3.295], [4.910, -3.223, -1.152], [-1.609, 2.350, -1.296], [-1.266, -1.946, 1.599], [0.696, -3.122, 0.082], [2.663, 1.718, -0.720], [4.968, 0.919, -1.054], [4.198, -2.455, 1.351], [5.784, -0.620, 1.089], [0.498, 1.553, -2.440], [1.158, 0.134, 2.720], [-1.612, 1.301, -0.466], [-1.308, -0.582, 1.190], [1.018, -1.878, -0.522], [0.321, 2.426, 1.058], [0.527, 0.329, -1.850], [3.369, -0.289, 0.462], [4.209, 2.164, 1.287], [1.519, -0.008, 5.511], [0.974, -1.926, -1.812], [-2.491, -0.066, 1.126], [1.694, -0.084, 6.988], [1.650, -0.463, -3.866], [-2.573, 1.190, 0.394], [-3.706, 2.152, 0.556], [0.334, 3.593, 0.838], [1.065, -0.639, -2.509], [0.334, 0.767, 3.566], [4.904, -1.889, -1.128], [2.159, -0.560, 3.266], [1.346, -3.377, 1.313], [0.470, 0.709, 4.938], [-3.725, -0.703, 1.668], [0.731, -3.176, -2.571], [2.384, -0.645, 4.629], [-0.910, 2.096, -2.606], [-1.444, -2.824, 0.581], [-4.668, 1.649, 0.474], [2.826, -1.067, 2.583], [1.606, 0.903, 7.433], [-4.254, 0.012, 2.294], [0.870, -0.144, -4.560], [-3.627, 2.911, -0.219], [2.657, -0.510, 7.249], [2.368, 0.354, -3.806], [-0.239, 1.228, 5.562], [1.306, -3.992, -2.138], [-3.654, 2.640, 1.529], [2.145, -1.353, -4.236], [-0.321, -3.442, -2.461], [0.808, -2.909, 2.145], [-4.383, -1.002, 0.853], [-3.474, -1.583, 2.255], [2.395, -3.074, 1.279], [0.910, -0.707, 7.415], [-0.454, 1.364, 3.121], [3.230, -1.208, 4.988], [0.955, -3.059, -3.625]]
}

***

No. 2
{
  "formula": "C36H73I2N2O8",
  "method": "wB97M-V/def2-TZVPD",
  "e_tot_ha": -2721.74758,
  "total_charge": 1,
  "e_homo_ev": -10.59,
  "gap_ev": 5.8,
  "molar_mass_da": 915.8,
  "elements": ["I", "I", "O", "O", "O", "O", "O", "O", "O", "O", "N", "N", "C", "C", "C", "C", "C", "C", "C", "C", "C", "C", "C", "C", "C", "C", "C", "C", "C", "C", "C", "C", "C", "C", "C", "C", "C", "C", "C", "C", "C", "C", "C", "C", "C", "C", "C", "C", "H", "H", "H", "H", "H", "H", "H", "H", "H", "H", "H", "H", "H", "H", "H", "H", "H", "H", "H", "H", "H", "H", "H", "H", "H", "H", "H", "H", "H", "H", "H", "H", "H", "H", "H", "H", "H", "H", "H", "H", "H", "H", "H", "H", "H", "H", "H", "H", "H", "H", "H", "H", "H", "H", "H", "H", "H", "H", "H", "H", "H", "H", "H", "H", "H", "H", "H", "H", "H", "H", "H", "H", "H"],
  "coordinates": [[0.443, 2.604, 5.179], [0.455, -7.080, 2.501], [0.039, -4.751, 5.461], [9.894, 2.872, 0.339], [0.317, 0.245, -5.023], [5.605, 2.130, 2.696], [-11.485, -4.591, 0.903], [-7.077, -1.347, 0.362], [-4.245, 3.648, -1.747], [-0.735, -6.209, 3.883], [0.638, -1.411, 1.245], [-5.292, -0.395, -0.896], [-0.769, -3.568, 1.836], [2.387, -0.748, -4.142], [2.359, 1.599, 4.701], [6.220, 3.003, 1.757], [-1.335, -0.696, -1.003], [-1.150, -2.217, -0.510], [-11.162, -3.272, 1.327], [10.718, 3.120, -1.967], [0.006, -3.742, 3.171], [-0.236, -4.906, 4.239], [1.379, -1.547, 2.493], [11.974, 1.901, 1.225], [7.684, 1.152, 3.579], [0.940, 1.122, -5.952], [10.592, 1.669, 0.637], [-6.622, 3.692, -2.379], [-6.316, 0.977, 1.090], [6.427, 2.375, 0.389], [1.112, -2.708, 3.509], [-3.482, 5.048, -3.621], [10.509, 3.746, -0.598], [-2.843, -0.277, -1.364], [-6.308, -0.368, 0.191], [1.147, 0.506, -7.325], [2.021, 0.046, 4.423], [-1.936, -4.594, 1.411], [-10.456, -5.561, 1.015], [-0.385, -2.370, 0.888], [1.004, -0.964, -4.734], [-10.008, -2.653, 0.556], [-9.966, -5.766, 2.439], [6.299, 0.927, 2.996], [-3.936, -0.649, -0.251], [-5.498, 4.295, -1.554], [2.519, -0.485, 2.949], [-3.726, 3.653, -3.069], [0.391, -1.505, -4.007], [-10.967, -3.259, 2.404], [2.991, 1.704, 5.655], [-3.779, -0.012, 0.691], [-2.352, -5.181, 2.302], [-3.951, -1.754, 0.059], [-0.485, -2.760, -1.290], [-5.402, 5.368, -1.746], [-6.733, 2.627, -2.155], [-2.834, -4.063, 0.919], [-2.160, -2.742, -0.547], [3.528, -1.039, 3.045], [6.859, 3.102, -0.301], [-4.408, 5.623, -3.696], [10.645, 1.033, -0.252], [-5.515, -1.266, -1.418], [-10.796, -6.048, 3.093], [-2.804, 5.605, -2.968], [0.281, 1.989, -6.051], [7.100, 1.516, 0.433], [1.814, -0.359, -7.288], [1.884, 1.499, -5.544], [0.876, -0.069, 4.404], [11.907, 2.508, 2.132], [8.343, 1.667, 2.879], [2.646, 0.370, 2.204], [0.194, 0.165, -7.739], [-9.626, -5.313, 0.346], [1.585, 1.236, -8.008], [-12.057, -2.666, 1.167], [2.422, -0.671, 5.215], [12.632, 2.422, 0.529], [9.842, 4.607, -0.703], [-1.444, -5.332, 0.668], [-7.568, 4.195, -2.158], [-5.280, 1.484, 1.085], [11.449, 4.134, -0.194], [-2.856, 0.877, -1.454], [1.054, -1.594, -5.627], [-3.042, 4.991, -4.619], [5.475, 2.024, -0.020], [-9.520, -4.858, 2.852], [0.902, -0.598, 0.664], [-9.210, -6.554, 2.472], [8.149, 0.195, 3.832], [9.984, 1.130, 1.368], [-7.037, 1.719, 0.611], [-6.439, 3.784, -3.451], [-10.227, -2.640, -0.515], [-10.875, -6.503, 0.649], [-0.887, 0.091, -0.293], [5.554, 3.864, 1.651], [7.624, 1.762, 4.484], [3.051, -0.226, -4.833], [-4.376, 3.075, -3.734], [11.150, 3.849, -2.657], [2.324, -0.146, -3.230], [-6.594, 0.654, 2.147], [2.806, 2.161, 3.816], [-9.834, -1.627, 0.890], [-0.729, -0.593, -1.985], [1.696, -2.811, 4.479], [-9.079, -3.210, 0.694], [2.850, -1.708, -3.896], [9.767, 2.768, -2.376], [-2.772, 3.119, -3.032], [11.392, 2.262, -1.923], [5.690, 0.393, 3.731], [6.346, 0.288, 2.108], [-3.149, -0.735, -2.364], [7.161, 3.389, 2.159], [-5.743, 4.190, -0.495], [12.444, 0.947, 1.478]]
}

***

No. 3
{
  "formula": "C3H10N",
  "method": "wB97M-V/def2-TZVPD",
  "multiplicity": 2,
  "relative_energy_kj_mol": 282.1,
  "e_tot_ha": -174.86788,
  "total_charge": 0,
  "e_homo_ev": [-3.65, -10.27],
  "gap_ev": [4.5, 11.1],
  "molar_mass_da": 60.1,
  "elements": ["N", "C", "C", "C", "H", "H", "H", "H", "H", "H", "H", "H", "H", "H"],
  "coordinates": [[0.028, 1.831, 0.917], [-0.558, -0.006, -1.214], [0.187, -1.819, 0.167], [0.481, -0.681, -0.710], [1.418, -0.225, -0.695], [-0.746, -1.749, 0.863], [-1.572, -0.508, -1.294], [0.077, -2.860, -0.454], [1.076, -1.931, 0.799], [-0.746, 2.486, 1.021], [-0.203, 0.989, 0.440], [0.747, 2.251, 0.345], [0.358, 1.378, 1.779], [-0.547, 0.843, -1.964]]
}

***

No. 4
{
  "formula": "C19H33F3NO6P2SV",
  "method": "wB97M-V/def2-TZVPD",
  "multiplicity": 2,
  "relative_energy_kj_mol": 45.6,
  "e_tot_ha": -3574.51869,
  "total_charge": 1,
  "e_homo_ev": [-10.52, -9.92],
  "gap_ev": [8.1, 7.6],
  "molar_mass_da": 573.4,
  "elements": ["V", "S", "P", "P", "F", "F", "F", "O", "O", "O", "O", "O", "O", "N", "C", "C", "C", "C", "C", "C", "C", "C", "C", "C", "C", "C", "C", "C", "C", "C", "C", "C", "C", "H", "H", "H", "H", "H", "H", "H", "H", "H", "H", "H", "H", "H", "H", "H", "H", "H", "H", "H", "H", "H", "H", "H", "H", "H", "H", "H", "H", "H", "H", "H", "H", "H"],
  "coordinates": [[-0.532, -0.254, -2.161], [-1.768, -2.235, -1.634], [-0.630, 0.352, 0.853], [1.966, -0.032, -0.795], [-4.606, -3.382, -1.304], [-6.326, -2.084, -1.146], [-4.646, -1.818, 0.195], [2.690, -1.245, -1.455], [-0.262, 1.551, 1.792], [-1.589, -0.548, 1.657], [1.187, 0.802, -1.776], [-1.198, 0.759, -0.465], [3.095, 0.817, -0.135], [-2.428, -0.207, -3.061], [0.247, 2.847, 1.291], [5.456, 0.358, -0.054], [-5.143, -0.201, -2.672], [2.352, -2.080, -2.622], [1.814, -3.399, -2.122], [-2.490, 0.281, 3.757], [-4.364, -1.144, -2.041], [-0.358, -1.092, 3.724], [1.456, -1.408, -3.652], [-4.556, 0.740, -3.519], [-0.918, 3.698, 0.843], [-2.979, -1.160, -2.282], [4.153, 0.202, 0.693], [-4.985, -2.120, -1.076], [-1.710, -0.833, 3.100], [4.131, 0.894, 2.034], [-3.192, 0.717, -3.662], [1.016, 3.455, 2.439], [0.905, -0.608, 0.565], [0.827, -3.271, -1.674], [4.330, 1.959, 1.912], [2.492, -3.836, -1.391], [-5.152, 1.480, -4.033], [0.356, 3.620, 3.291], [5.676, 1.413, -0.211], [-0.543, 4.658, 0.486], [-2.670, 1.450, -4.265], [-2.298, -1.749, 3.091], [3.167, 0.773, 2.531], [4.901, 0.470, 2.678], [1.510, -2.011, -4.560], [6.267, -0.084, 0.525], [0.594, -1.637, 0.370], [-6.212, -0.197, -2.509], [-2.741, -0.016, 4.776], [3.914, -0.860, 0.804], [1.841, 2.817, 2.752], [1.425, 4.418, 2.133], [-1.906, 1.200, 3.799], [-1.474, 3.222, 0.038], [0.258, -0.190, 3.724], [5.411, -0.142, -1.021], [1.767, -0.396, -3.894], [3.330, -2.214, -3.082], [1.493, -0.607, 1.488], [-0.504, -1.390, 4.762], [1.713, -4.094, -2.956], [-3.418, 0.467, 3.219], [0.366, -1.490, -3.445], [0.916, 2.628, 0.455], [0.166, -1.903, 3.218], [-1.588, 3.885, 1.682]]
}

***

No. 5
{
  "formula": "CH6N4",
  "method": "wB97M-V/def2-TZVPD",
  "smiles": "[H]/N=C(/N)NN",
  "relative_energy_kj_mol": 168.3,
  "e_tot_ha": -260.63773,
  "total_charge": 0,
  "e_homo_ev": -8.38,
  "gap_ev": 9.1,
  "molar_mass_da": 74.1,
  "elements": ["N", "N", "N", "N", "C", "H", "H", "H", "H", "H", "H"],
  "coordinates": [[1.754, -0.838, -0.060], [-0.559, -0.790, -0.225], [-1.657, -0.154, 0.076], [0.767, 1.168, 0.030], [0.696, -0.104, -0.150], [-2.080, 0.343, -0.735], [-0.479, -1.796, 0.164], [-0.072, 1.706, -0.301], [-1.538, 0.699, 0.745], [1.455, -1.828, 0.540], [1.714, 1.593, -0.085]]
}

***

No. 6
{
  "formula": "C2H3O2S",
  "method": "wB97M-V/def2-TZVPD",
  "relative_energy_kj_mol": 275.1,
  "e_tot_ha": -626.63595,
  "total_charge": -1,
  "e_homo_ev": [-2.08, -2.08],
  "gap_ev": [5.8, 5.8],
  "molar_mass_da": 91.1,
  "elements": ["S", "O", "O", "C", "C", "H", "H", "H"],
  "coordinates": [[2.698, -1.115, 0.060], [-0.137, -1.038, -0.274], [2.679, 1.611, -0.177], [-0.150, 0.210, 0.212], [2.302, 0.502, 0.018], [0.918, -1.259, -0.132], [-0.415, 0.386, 1.336], [-0.643, 0.903, -0.545]]
}

***

No. 7
{
  "formula": "C6H27NO7",
  "method": "wB97M-V/def2-TZVPD",
  "smiles": "CCC(=CN)CC.O.O.O.O.O.O.O",
  "relative_energy_kj_mol": 581.5,
  "e_tot_ha": -826.03738,
  "total_charge": 0,
  "e_homo_ev": -8.09,
  "gap_ev": 8.1,
  "molar_mass_da": 225.3,
  "elements": ["O", "O", "O", "O", "O", "O", "O", "N", "C", "C", "C", "C", "C", "C", "H", "H", "H", "H", "H", "H", "H", "H", "H", "H", "H", "H", "H", "H", "H", "H", "H", "H", "H", "H", "H", "H", "H", "H", "H", "H", "H"],
  "coordinates": [[-3.845, -0.260, -0.153], [-2.314, 3.286, 0.936], [0.778, 2.943, -0.915], [-2.354, -2.374, -2.427], [0.513, 2.763, 1.236], [3.686, -0.155, 1.984], [-2.486, 0.460, 1.912], [0.361, 0.702, -2.539], [-0.183, -1.436, 1.874], [0.511, -0.858, -0.550], [-0.129, -0.062, -1.452], [-0.350, -1.700, 0.410], [2.000, -1.193, -0.346], [2.698, -1.977, -1.448], [3.893, 0.629, 1.409], [-0.712, -1.899, 2.778], [-1.426, -1.580, 0.366], [3.880, -2.096, -1.353], [-2.428, -1.976, -3.289], [0.085, 1.719, -2.552], [-2.922, -0.476, 1.937], [-4.369, 0.069, -0.730], [1.947, -1.781, 0.531], [-1.654, 3.795, 0.352], [4.171, -0.779, 1.570], [0.770, 3.692, 1.661], [-1.827, 2.620, 1.317], [-1.269, -0.028, -1.442], [-0.067, -2.661, -0.060], [-2.449, 1.055, 2.757], [1.322, 0.687, -2.578], [-3.063, 0.292, 0.042], [2.317, -2.917, -1.705], [1.395, 2.377, -0.505], [0.842, -1.901, 2.214], [-0.024, 2.439, -1.080], [2.541, -1.382, -2.442], [-0.022, -0.359, 2.144], [-2.402, -1.562, -1.749], [0.119, 2.166, 1.889], [2.468, -0.281, -0.007]]
}

***

No. 8
{
  "formula": "C4H12OS2",
  "method": "wB97M-V/def2-TZVPD",
  "smiles": "CSCCSC.O",
  "relative_energy_kj_mol": 108.5,
  "e_tot_ha": -1031.17650,
  "total_charge": 0,
  "e_homo_ev": -8.56,
  "gap_ev": 9.2,
  "molar_mass_da": 140.3,
  "elements": ["S", "S", "O", "C", "C", "C", "C", "H", "H", "H", "H", "H", "H", "H", "H", "H", "H", "H", "H"],
  "coordinates": [[-2.360, -1.387, 0.316], [1.076, -0.740, -0.154], [3.404, 2.079, -3.106], [-1.406, -0.059, 1.119], [-0.243, 0.420, 0.217], [-3.284, -1.729, 1.909], [2.321, 0.202, -1.047], [-1.075, -0.515, 2.072], [2.564, 1.691, -2.773], [-3.799, -0.799, 2.202], [0.267, 1.285, 0.683], [3.019, -0.557, -1.438], [-4.041, -2.509, 1.727], [-0.539, 0.716, -0.808], [2.894, 0.934, -0.453], [-2.125, 0.747, 1.364], [1.857, 0.726, -1.899], [-2.639, -2.051, 2.744], [4.111, 1.547, -2.676]]
}